1.
# C29H41F5IrP2

C29H41F5IrP2 as an isolated structure at a distorted geometry (the ωB97M-V functional and the def2-TZVPD basis, OMol25).

Values from the calculation:
highest occupied orbital energy (spin up / spin down)	-12.783 / -14.442	eV
HOMO-LUMO gap (spin up / spin down)	0.236 / 0.229	Ha
2S+1	6
energy above the lowest of the compared OMol25 structures with the same formula, charge and spin	225.49	kJ/mol
net charge	+2
F_max	0.0735	hartree/bohr
DFT total energy	-65714.47755	eV
expectation value of S²	8.7870
LUMO level (spin up / spin down)	-6.36 / -8.20	eV

Each line ends with the Löwdin spin population.
Atoms and positions in Å:
Ir  0.493  -1.419  -1.154  1.08
C  -0.789  -2.157  1.415  0.29
C  0.509  -2.464  0.704  0.13
C  0.776  -0.710  2.268  0.17
C  -0.613  -1.029  2.218  0.16
C  1.483  -1.632  1.494  0.28
C  -1.823  -3.184  1.682  0.04
H  -1.697  -4.061  1.036  0.00
H  -2.847  -2.813  1.568  0.01
H  -1.747  -3.529  2.726  0.01
C  -1.603  -0.403  3.118  0.06
H  -2.632  -0.567  2.782  0.00
H  -1.419  0.676  3.168  0.03
H  -1.509  -0.798  4.143  0.01
C  1.345  0.266  3.222  0.05
H  1.387  -0.162  4.238  0.01
H  0.712  1.161  3.276  0.02
H  2.355  0.569  2.929  0.00
C  2.868  -2.063  1.784  0.04
H  2.888  -2.580  2.758  0.02
H  3.556  -1.213  1.844  0.01
H  3.255  -2.759  1.033  0.00
C  0.869  -3.911  0.526  0.04
H  0.966  -4.433  1.493  0.01
H  1.826  -3.995  0.003  0.01
H  0.102  -4.425  -0.060  0.01
C  -1.196  0.818  -3.261  0.56
C  -1.661  -0.542  -3.219  0.12
C  -1.056  -1.640  -4.118  0.01
C  0.458  -1.629  -4.193  0.04
C  1.252  -1.208  -2.951  0.20
C  1.827  0.245  -2.940  0.05
C  1.259  1.358  -3.805  0.04
C  -0.247  1.330  -4.233  0.09
H  -1.435  -1.462  -5.140  0.00
H  0.789  -0.956  -4.982  0.01
H  -1.435  -2.630  -3.820  0.00
H  -0.397  0.795  -5.187  0.02
H  -1.962  1.570  -3.017  0.02
H  -2.732  -0.598  -3.449  0.02
H  -0.497  2.397  -4.371  0.00
H  1.435  2.317  -3.285  0.00
H  2.877  0.189  -3.265  0.01
H  1.843  1.392  -4.742  0.00
H  0.784  -2.629  -4.518  0.00
H  2.144  -1.851  -3.001  0.02
P  -1.576  -0.537  -1.314  0.11
C  -2.644  0.492  -0.201  0.02
C  -2.658  -2.012  -1.283  0.03
P  1.896  0.698  -1.124  0.01
C  0.090  0.953  -0.858  0.16
C  3.241  -0.578  -0.894  0.01
C  2.385  1.916  0.161  0.00
H  -2.064  1.139  0.462  0.00
H  -3.213  -0.212  0.413  0.00
H  -3.373  1.120  -0.730  0.00
H  -2.202  -2.824  -1.845  0.00
H  -3.630  -1.747  -1.729  0.00
H  -2.767  -2.282  -0.239  0.00
H  2.534  2.850  -0.387  0.00
H  3.294  1.587  0.673  0.00
H  1.586  2.052  0.898  0.00
H  -0.136  1.268  0.155  0.01
H  -0.256  1.753  -1.526  0.03
H  3.811  -0.369  0.008  0.00
H  3.908  -0.514  -1.765  0.00
H  2.818  -1.601  -0.849  0.01
F  -1.170  2.197  5.542  0.01
C  -1.092  3.089  4.520  0.08
C  -0.808  2.694  3.241  0.64
C  -0.766  3.633  2.252  0.09
F  -0.548  3.287  0.948  0.01
C  -0.991  5.003  2.499  0.02
F  -0.921  5.878  1.476  0.01
C  -1.248  5.416  3.801  -0.02
F  -1.437  6.726  4.078  -0.01
C  -1.294  4.454  4.814  0.02
F  -1.528  4.839  6.083  0.01

Forces on atoms 1 to 6 (eV/Å):
-1.684 1.782 2.874
1.400 -0.674 -0.119
0.225 0.137 1.793
-1.365 0.141 0.288
1.106 0.648 0.268
-1.024 -1.428 -0.575

2.
# C29H41N2O4PSi2W

C29H41N2O4PSi2W as an isolated structure (the ωB97M-V functional and the def2-TZVPD basis, OMol25).

Values from the calculation:
highest occupied orbital energy (spin up / spin down)	-6.930 / -7.337	eV
HOMO-LUMO gap (spin up / spin down)	0.257 / 0.271	Ha
2S+1	3
energy above the lowest of the compared OMol25 structures with the same formula, charge and spin	43.84	kJ/mol
net charge	0
F_max	0.0141	hartree/bohr
DFT total energy	-68781.25173	eV
expectation value of S²	2.0148
LUMO level (spin up / spin down)	0.07 / 0.03	eV

Each line ends with the Löwdin spin population.
Atoms and positions in Å:
W  0.016  0.109  -0.161  1.58
C  1.224  -1.865  3.114  0.00
Si  -0.242  -1.447  1.961  0.04
C  -0.890  -3.147  1.439  0.01
C  -1.564  -0.830  3.179  0.00
C  -1.802  -1.440  4.419  0.00
C  -2.832  -1.017  5.241  0.00
C  -3.659  0.027  4.833  0.00
C  -3.439  0.635  3.611  0.00
C  -2.390  0.219  2.778  0.00
Si  -2.037  1.048  1.130  0.02
C  -1.867  2.897  1.512  0.00
C  -3.597  0.934  0.077  0.00
H  0.875  -2.530  3.910  0.00
H  1.676  -0.993  3.595  0.00
H  2.026  -2.392  2.597  0.00
H  -1.127  -3.725  2.337  0.00
H  -0.185  -3.727  0.839  0.00
H  -1.801  -3.046  0.846  0.00
H  -1.178  -2.265  4.749  0.00
H  -3.001  -1.501  6.195  0.00
H  -4.470  0.358  5.470  0.00
H  -4.091  1.447  3.304  0.00
H  -2.845  3.261  1.842  0.00
H  -1.567  3.485  0.643  0.00
H  -1.165  3.085  2.326  0.00
H  -4.426  1.339  0.666  0.00
H  -3.843  -0.093  -0.196  0.00
H  -3.510  1.519  -0.839  0.00
O  0.969  -3.214  -2.438  0.01
C  0.952  -2.477  -1.481  0.01
O  -0.058  -1.707  -1.152  0.08
C  2.153  -2.396  -0.525  0.01
P  2.427  -0.637  -0.184  0.03
C  3.804  -0.460  0.984  0.00
C  4.350  -1.538  1.669  0.00
C  5.392  -1.342  2.565  0.00
C  5.899  -0.070  2.778  0.00
C  5.370  1.010  2.080  0.00
C  4.331  0.814  1.186  0.00
C  3.135  0.035  -1.727  0.00
C  3.995  -0.739  -2.507  0.00
C  4.557  -0.216  -3.661  0.00
C  4.271  1.086  -4.044  0.00
C  3.412  1.860  -3.278  0.00
C  2.839  1.335  -2.128  0.00
H  3.011  -2.937  -0.917  0.00
H  1.841  -2.850  0.419  0.00
H  3.980  -2.542  1.503  0.00
H  5.809  -2.189  3.094  0.00
H  6.713  0.081  3.474  0.00
H  5.774  2.003  2.227  0.00
H  3.936  1.660  0.633  0.00
H  4.227  -1.757  -2.226  0.00
H  5.213  -0.831  -4.262  0.00
H  4.708  1.493  -4.947  0.00
H  3.168  2.869  -3.585  0.00
H  2.129  1.927  -1.567  0.00
C  -2.175  -0.185  -3.018  0.00
C  -0.771  0.370  -3.148  0.01
C  -0.696  1.499  -4.160  0.00
O  -0.296  0.883  -1.897  0.05
H  -2.451  -0.711  -3.935  0.00
H  -2.895  0.619  -2.855  0.00
H  -2.242  -0.898  -2.198  0.00
H  -0.095  -0.439  -3.448  0.00
H  -1.343  2.323  -3.853  0.00
H  -1.021  1.152  -5.143  0.00
H  0.324  1.875  -4.248  0.00
C  1.665  4.675  0.271  0.00
N  1.708  3.793  1.424  0.01
C  1.257  2.525  1.373  0.02
N  1.373  1.759  2.470  0.03
O  0.768  2.098  0.298  0.06
H  1.625  5.704  0.620  0.00
H  0.769  4.464  -0.307  0.00
H  2.537  4.546  -0.373  0.00
H  2.212  4.086  2.241  0.00
H  1.518  2.178  3.373  0.00
H  0.903  0.860  2.432  0.02

Forces on atoms 1 to 6 (eV/Å):
0.509 0.179 -0.487
-0.018 -0.073 0.052
0.025 0.052 0.180
-0.009 -0.040 -0.001
0.063 -0.198 0.150
0.011 0.027 -0.044

Look up the DFT total energy of the second one. -68781.25173 eV

Which of these has the highest net charge? C29H41F5IrP2

The highest F_max belongs to which entry? C29H41F5IrP2